Entry 1:
An isolated molecule of C2H3N3OS. Source: the Open Molecules 2025 dataset; level of theory: the ωB97M-V functional and the def2-TZVPD basis.

XYZ file:
```
10
Properties=species:S:1:pos:R:3:forces:R:3
C 0.4963 0.3488 -0.0281 -1.245 -1.974 0.547
C 0.1095 1.7055 -0.1678 -0.224 1.987 -0.242
H -2.4519 0.3617 -0.4845 0.131 0.115 0.232
H -0.6192 -0.5312 1.4944 0.007 0.182 -0.595
H 1.4132 -1.8798 0.1938 -0.130 0.647 -0.448
N -0.4636 -0.5798 0.4826 -0.116 0.107 0.757
N 1.6188 -0.0283 -0.4423 1.981 -0.493 -0.660
N -0.2438 2.8038 -0.2559 0.232 -1.079 0.112
O 2.0214 -1.3414 -0.3675 -0.732 0.723 0.467
S -1.8807 -0.8595 -0.4248 0.096 -0.213 -0.171
```
Positions in Å, forces in eV/Å.

Results
charge	0
orbital gap	0.3753	Ha
structure (SMILES)	N#C/C(=N/O)NS
HOMO	-10.2	eV

=====

Entry 2:
The ion C5H10NS with charge +1. Source: the Open Molecules 2025 dataset; level of theory: the ωB97M-V functional and the def2-TZVPD basis.

XYZ file:
```
17
Properties=species:S:1:pos:R:3:forces:R:3
C 0.0801 -1.6413 -0.5814 1.796 -0.726 1.103
C -0.7771 -1.0221 0.5527 0.462 0.507 -1.753
C 0.0296 -1.4178 -1.8857 -2.365 2.111 -0.703
C -0.9585 0.4753 0.1989 -1.498 0.871 -0.981
C 1.0156 1.7225 1.2890 2.258 -2.040 2.099
N 0.3574 1.1384 0.1324 2.856 1.513 -1.470
S 0.4550 3.0396 0.2485 -0.157 -1.908 0.050
H 1.1035 0.7951 -0.5756 -1.985 0.351 1.114
H 0.9160 -2.3743 -0.3888 -1.084 0.869 0.696
H -1.6709 -1.6144 0.4420 -0.926 0.438 0.422
H -0.4690 -1.0625 1.5990 0.558 -0.560 -0.334
H 0.8055 -1.8917 -2.4292 0.176 -0.359 -1.014
H -0.7681 -0.7426 -2.4538 1.905 -1.521 1.264
H -1.4171 0.6634 -0.8660 0.569 -0.471 2.323
H -1.4592 1.1090 0.9890 -0.069 -1.001 -0.960
H 0.6279 1.3925 2.2723 -0.861 0.931 -0.658
H 2.1292 1.4311 1.4567 -1.634 0.994 -1.200
```
Positions in Å, forces in eV/Å.

Results
charge	+1
orbital gap	0.3122	Ha
structure (SMILES)	C=CCC[N@@H+]1CS1
HOMO	-14.0	eV

=====

Entry 3:
An isolated molecule of C5H9NO2. Source: the Open Molecules 2025 dataset; level of theory: the ωB97M-V functional and the def2-TZVPD basis.

XYZ file:
```
17
Properties=species:S:1:pos:R:3:forces:R:3
C 1.6283 1.4615 0.0408 1.174 -0.828 -1.076
C 0.2842 0.6941 -0.0430 4.172 0.782 -0.130
C 0.0824 -0.6551 -0.0386 -2.155 -0.454 1.069
C -1.3094 -1.0258 0.4867 0.274 -2.771 -1.481
C 1.0172 -1.7583 -0.1359 -1.716 -0.273 -0.593
H 1.6098 2.3908 0.6448 -0.554 -0.509 -0.346
H 2.0615 1.7385 -0.9916 -0.871 -0.516 1.448
H 2.3645 0.8055 0.5123 0.014 0.110 -0.199
H -0.4867 2.5584 -0.0739 -0.625 -1.314 -0.102
H -1.6376 1.1076 -0.3072 1.131 1.348 0.389
H -1.4375 -0.7159 1.5282 -0.405 0.385 -0.391
H -1.3354 -2.1612 0.4844 0.101 1.100 0.361
H -2.4206 -0.8930 -1.2306 0.414 -0.105 0.833
H 0.5502 -2.8013 -0.3039 0.162 1.067 0.441
N -0.6880 1.5453 -0.1254 -3.634 1.221 -0.209
O -2.4834 -0.6401 -0.2885 0.142 0.733 -0.003
O 2.2007 -1.6510 -0.1586 2.376 0.023 -0.011
```
Positions in Å, forces in eV/Å.

Results
charge	0
orbital gap	0.3304	Ha
structure (SMILES)	C/C(N)=C(\C=O)CO
HOMO	-8.3	eV

=====

Entry 4:
A cluster of 2 separate species, C7H15N in total. Source: the Open Molecules 2025 dataset; level of theory: the ωB97M-V functional and the def2-TZVPD basis.

XYZ file:
```
23
Properties=species:S:1:pos:R:3:forces:R:3
C -1.4431 0.5027 0.7804 -0.087 -0.150 0.251
C -0.9933 0.0294 2.0400 0.116 0.102 -0.299
C -2.0960 -0.4685 -0.1924 0.047 0.028 0.033
H -1.9024 1.4916 0.7934 0.043 -0.028 -0.006
H -0.3330 0.7953 0.1840 0.288 0.008 -0.079
H -1.0454 -1.0336 2.2539 0.002 0.016 -0.025
H -1.0586 0.6727 2.9105 0.009 -0.007 -0.037
H 0.4745 0.1238 1.8323 -0.186 -0.015 0.020
H -2.1634 -0.0454 -1.1972 0.000 -0.008 0.038
H -3.1071 -0.7285 0.1298 0.051 0.018 -0.012
H -1.5121 -1.3885 -0.2650 -0.012 0.020 0.018
C 1.1307 -0.0842 -1.2851 0.017 -0.315 -0.086
N 0.6651 0.5625 -2.4396 0.009 -0.025 0.035
C 1.1264 0.7874 -0.0908 -0.212 0.018 0.345
C 1.5439 -1.3631 -1.2989 -0.077 0.289 0.010
C 1.5603 0.3670 1.1986 0.018 0.055 -0.278
H 0.4626 -0.0464 -3.2185 0.016 -0.001 0.072
H -0.0760 1.2307 -2.2842 0.053 -0.032 0.036
H 1.2086 1.8473 -0.3181 0.010 -0.033 -0.021
H 2.0059 -1.8188 -0.4375 -0.021 0.030 0.025
H 1.4664 -1.9685 -2.1933 -0.008 0.044 -0.011
H 2.0259 1.1284 1.8184 -0.037 -0.020 -0.018
H 2.0601 -0.5936 1.2794 -0.037 0.005 -0.013
```
Positions in Å, forces in eV/Å.

Results
charge	0
orbital gap	0.3121	Ha
HOMO	-7.6	eV

=====

Entry 5:
A cluster of 6 separate species, C43H86N7O4 in total. Source: the Open Molecules 2025 dataset; level of theory: the ωB97M-V functional and the def2-TZVPD basis.

XYZ file:
```
140
Properties=species:S:1:pos:R:3:forces:R:3
N -0.0441 0.4420 -0.1712 -1.241 0.173 -0.275
O -0.7910 0.9919 -1.0229 1.048 0.581 0.065
O 1.0331 0.9622 0.2140 -0.589 -0.428 -0.339
O -0.4710 -0.6312 0.2981 0.874 -0.489 0.616
C 3.0091 -0.4301 4.2717 -0.173 1.258 -0.263
C 1.6012 -0.8805 4.5831 -0.073 -1.176 1.349
C 1.1050 -1.9716 3.6628 -0.217 0.862 -0.836
O -0.1938 -2.3527 4.0184 0.196 -0.208 0.247
C -0.8035 -3.2069 3.0522 -1.354 0.583 -0.058
N 1.6117 -1.4921 6.0139 -0.429 0.713 -0.594
H 2.3970 -2.1398 6.0851 -0.141 -0.105 0.492
H 1.6784 -0.7205 6.6806 0.489 -0.269 0.233
H 0.7063 -1.9362 6.2023 0.220 -0.424 -0.123
H 2.9891 0.2153 3.3895 -0.055 -0.337 -0.216
H 3.7171 -1.2404 4.1069 -0.123 -0.128 0.077
H 3.4026 0.2591 5.0229 -0.001 -0.313 0.268
H 0.8369 -0.1153 4.7181 0.261 0.311 -0.567
H 1.8083 -2.8139 3.6490 -0.042 -0.081 0.010
H 1.0793 -1.4911 2.6717 0.177 -0.257 -0.135
H -1.7244 -3.5877 3.4948 0.477 -0.576 0.419
H -0.1389 -3.9823 2.6784 -0.011 -0.132 0.210
H -1.2482 -2.6323 2.2269 0.789 0.267 -0.230
C -3.6032 -1.1280 5.4814 0.082 -0.186 -1.130
C -3.6592 -0.1960 4.2358 -0.754 -0.539 0.326
C -3.6034 1.2567 4.6769 1.378 -0.154 -0.252
N -3.0861 2.2359 3.5987 -1.779 -0.226 1.721
C -4.2021 2.3886 2.5642 0.516 0.423 -0.123
C -3.8730 3.5153 1.5965 0.671 -0.416 0.272
C -3.5954 4.8211 2.3726 -0.303 0.212 -1.700
C -2.5244 4.6761 3.4349 -0.574 0.364 0.471
C -2.8680 3.5345 4.3957 0.945 0.328 -1.097
C -1.8135 1.7671 3.0129 0.973 0.831 0.225
H -4.1062 -0.6776 6.3322 0.324 -0.023 0.236
H -2.5631 -1.4176 5.6321 0.034 0.371 0.650
H -4.0980 -2.0802 5.2871 -0.216 0.145 -0.111
H -4.5948 -0.3864 3.7059 -0.081 0.149 0.036
H -2.8813 -0.4713 3.5241 0.207 0.085 0.198
H -2.8622 1.4239 5.4607 -0.046 -0.480 0.189
H -4.5544 1.5864 5.0902 -0.077 0.258 -0.385
H -5.1206 2.6258 3.1003 0.109 -0.031 0.254
H -4.3365 1.4176 2.0905 0.138 -0.004 -0.042
H -4.6463 3.5354 0.8288 -0.248 0.494 0.276
H -2.9730 3.2452 1.0320 0.073 -0.044 0.065
H -4.5277 5.2734 2.7121 0.009 -0.225 0.460
H -3.2195 5.5450 1.6452 -0.074 0.051 0.002
H -2.4977 5.6257 3.9734 0.008 -0.191 0.323
H -1.5366 4.6240 2.9745 0.018 -0.404 0.073
H -3.7444 3.7864 4.9883 -0.270 -0.306 -0.233
H -2.0606 3.2983 5.0870 0.052 0.109 0.015
H -1.0241 1.5449 3.7385 -0.810 -0.541 0.710
H -1.3045 2.6366 2.5969 -0.543 -0.262 -1.026
H -1.9643 0.9100 2.3680 0.076 0.301 -0.356
C -6.7239 -4.5341 -2.5469 1.269 0.329 -1.333
C -5.9039 -3.2639 -2.1844 -0.268 -0.930 1.095
C -4.5262 -3.2686 -2.8497 -1.526 1.256 -1.542
N -3.4540 -2.3076 -2.3533 0.399 -2.638 1.855
C -2.2515 -2.4052 -3.2528 0.450 1.396 -0.371
C -2.4290 -1.5580 -4.5123 -0.276 -0.511 -0.496
C -2.8631 -0.1465 -4.1825 1.238 0.110 -0.890
C -4.1090 -0.0987 -3.3178 0.007 0.780 -0.338
C -3.9527 -0.9037 -2.0465 0.184 -0.668 -0.956
C -3.0583 -2.8906 -1.0097 0.607 1.210 0.330
H -6.1159 -5.4288 -2.3941 -0.230 -0.047 0.614
H -6.8671 -4.5704 -3.6302 -0.568 0.187 0.068
H -7.6621 -4.5489 -2.0074 -0.041 -0.156 -0.043
H -5.8132 -3.4004 -1.1011 0.181 0.602 0.080
H -6.5264 -2.3955 -2.3919 0.275 0.206 -0.048
H -4.6715 -2.8912 -3.8654 -0.087 -0.696 -0.207
H -4.1829 -4.2996 -2.8549 0.662 0.206 -0.017
H -1.9634 -3.4321 -3.4641 -0.512 -0.197 0.163
H -1.4401 -1.9536 -2.6739 0.031 -0.002 0.067
H -3.1351 -1.9923 -5.2278 -0.217 -0.198 0.341
H -1.5229 -1.5275 -5.1220 0.272 -0.150 0.438
H -2.9090 0.3571 -5.1537 -0.978 0.075 0.134
H -1.9886 0.3905 -3.7884 -0.253 -0.162 0.873
H -4.9822 -0.3969 -3.8994 -0.028 -0.048 0.042
H -4.2378 0.9489 -3.0376 -0.412 -0.093 0.130
H -4.8772 -1.1444 -1.5264 -0.060 0.705 0.128
H -3.2152 -0.4051 -1.4168 0.059 -0.324 0.203
H -3.9027 -2.7943 -0.3330 -0.013 -0.076 -0.043
H -2.2471 -2.2460 -0.6600 -0.041 -0.134 0.247
H -2.7092 -3.9196 -1.0184 -0.203 -0.067 -0.605
C 1.7219 -0.4808 -3.6022 0.179 0.540 0.142
C 2.5155 -1.1178 -2.4838 -0.137 -1.217 1.471
C 1.7977 -2.3150 -1.7802 0.178 -0.542 -0.883
N 2.5707 -3.0923 -0.7110 -0.267 0.762 0.714
C 3.4921 -4.0957 -1.4107 0.407 0.884 0.795
C 4.2351 -4.9967 -0.4319 -0.673 -0.158 -0.556
C 3.2452 -5.6909 0.4973 1.497 -0.514 0.148
C 2.2003 -4.8005 1.0957 -0.717 1.213 0.596
C 1.5137 -3.7899 0.1727 0.436 -0.898 -1.877
C 3.3832 -2.1508 0.1246 -0.424 0.159 -0.447
H 1.5920 -1.1622 -4.4407 -0.247 0.064 -0.007
H 2.3101 0.3736 -3.9479 0.032 -0.134 -0.246
H 0.7868 -0.0323 -3.2558 -0.198 -0.411 -0.013
H 2.6869 -0.4179 -1.6624 0.188 0.358 -0.368
H 3.4702 -1.4708 -2.8781 0.073 0.120 0.065
H 1.6107 -3.1359 -2.4761 -0.352 0.407 -0.385
H 0.8396 -2.0226 -1.3505 0.140 0.244 0.179
H 2.8554 -4.6324 -2.1090 0.188 -0.166 -0.055
H 4.2052 -3.4312 -1.8981 -0.090 -0.325 -0.559
H 4.7328 -5.7570 -1.0351 0.092 0.055 -0.007
H 5.0337 -4.4888 0.1086 -0.142 0.251 -0.027
H 2.8736 -6.5950 0.0143 -0.435 0.198 -0.011
H 3.8627 -6.0429 1.3283 -0.277 -0.306 0.030
H 1.4919 -5.4403 1.6245 -0.300 0.295 -0.094
H 2.6412 -4.1372 1.8493 0.236 -0.470 0.290
H 0.8806 -4.2457 -0.5959 -0.024 -0.402 0.223
H 0.8824 -3.0177 0.6086 0.364 0.118 0.421
H 3.8727 -2.6898 0.9260 0.049 0.058 0.005
H 2.7070 -1.3754 0.4885 -0.006 -0.088 0.212
H 4.1034 -1.6672 -0.5304 0.217 -0.155 0.159
C -0.7376 3.4508 -2.9841 1.051 0.533 0.629
N 0.7499 3.6467 -2.8175 -0.509 0.095 0.525
C 1.3544 3.4709 -1.6318 0.562 0.408 -0.095
C 2.7033 3.7921 -1.4886 -0.702 -0.529 -0.335
C 3.4410 4.1641 -2.6142 0.043 0.376 0.262
C 2.8065 4.2285 -3.8550 -0.126 0.098 0.744
C 1.4377 4.0516 -3.8849 0.692 -0.674 -1.262
C 4.8562 4.5956 -2.4799 0.799 1.001 -0.199
C 5.7420 3.9067 -1.6843 -0.189 -0.476 0.687
C 7.0440 4.3232 -1.5176 0.408 -0.931 -0.583
N 7.5215 5.3707 -2.1890 -0.704 0.446 -0.875
C 6.6823 6.1060 -2.9531 -0.021 0.332 -0.055
C 5.3598 5.7604 -3.1231 -0.848 -1.730 0.071
C 8.9794 5.6107 -2.3174 0.258 -0.271 1.437
H -1.1118 4.4082 -3.3372 -0.205 -0.220 -0.380
H -1.1430 3.2746 -1.9945 -0.071 -0.365 -0.107
H -0.8556 2.6113 -3.6575 -0.397 0.057 -0.050
H 0.7675 3.0900 -0.8102 -0.113 -0.047 -0.059
H 3.1098 3.6859 -0.4935 0.257 0.147 -0.068
H 3.4174 4.4184 -4.7258 -0.440 0.156 -0.283
H 0.8898 4.0754 -4.8189 -0.057 0.266 0.059
H 5.4345 2.9755 -1.2251 0.115 0.086 0.170
H 7.7548 3.6699 -1.0278 0.113 0.334 0.245
H 7.1432 6.9747 -3.4016 -0.175 -0.035 -0.282
H 4.6788 6.1636 -3.8601 0.433 0.987 0.144
H 9.4252 4.7506 -2.8103 -0.004 0.133 -0.207
H 9.3492 5.6573 -1.2913 0.261 0.041 -0.159
H 9.2103 6.5500 -2.8053 -0.257 -0.036 -0.206
```
Positions in Å, forces in eV/Å.

Results
charge	+5
orbital gap	0.2873	Ha
HOMO	-19.5	eV

=====

Entry 6:
A cluster of 11 separate species, C21H33ClN11 in total. Source: the Open Molecules 2025 dataset; level of theory: the ωB97M-V functional and the def2-TZVPD basis.

XYZ file:
```
66
Properties=species:S:1:pos:R:3:forces:R:3
C 1.0163 0.9901 1.5524 -1.698 0.308 -0.034
N -0.2096 1.7894 1.6308 0.503 0.081 -0.125
Cl -1.5297 0.5820 1.6353 -0.013 0.010 -0.055
H 0.9802 0.3189 0.6701 0.475 -0.077 0.055
H 1.1435 0.3708 2.4572 0.414 -0.185 0.040
H 1.8233 1.7093 1.4444 0.221 -0.093 0.097
C 3.4463 4.6769 -0.7819 0.013 0.233 0.000
C 3.4595 3.2398 -0.5559 -0.177 -0.038 0.005
N 3.4184 2.1076 -0.3757 0.402 -0.011 -0.185
H 2.4544 4.9968 -1.0967 -0.030 -0.080 0.024
H 3.7031 5.2062 0.1341 0.005 -0.056 0.027
H 4.1658 4.9513 -1.5519 0.018 -0.055 0.007
C 0.9292 -3.0388 3.0768 0.008 0.067 -0.253
C 0.5151 -2.6558 4.4183 0.012 -0.030 0.047
N 0.1932 -2.3765 5.4841 0.010 -0.045 0.046
H 0.9510 -2.1629 2.4274 -0.043 0.058 0.063
H 1.9210 -3.4893 3.0956 -0.002 0.038 0.088
H 0.2340 -3.7583 2.6493 -0.046 0.006 0.038
C -5.1902 0.0212 -0.4972 -0.007 0.271 0.011
C -4.4900 -0.8030 0.4747 0.078 -0.061 -0.098
N -3.9032 -1.4571 1.2120 -0.289 -0.242 0.115
H -5.4765 -0.5403 -1.3831 0.056 -0.106 0.048
H -6.0917 0.4447 -0.0567 0.004 -0.023 0.026
H -4.5425 0.8385 -0.8088 0.071 -0.023 0.046
C -5.7020 -1.7356 4.2167 0.233 0.030 -0.106
C -7.0205 -1.7739 4.8331 -0.020 0.002 0.009
N -8.0631 -1.8038 5.3134 0.005 -0.002 -0.007
H -5.0988 -0.9308 4.6336 -0.048 0.013 0.035
H -5.1716 -2.6722 4.3773 -0.050 -0.021 0.034
H -5.7758 -1.5741 3.1431 -0.037 -0.009 0.008
C -2.1518 -3.2579 -1.0189 -0.212 0.096 -0.056
C -1.3060 -4.0846 -0.1726 0.075 0.054 0.067
N -0.6299 -4.7359 0.4889 -0.034 -0.070 -0.077
H -2.3683 -3.7660 -1.9540 0.051 -0.054 -0.009
H -3.0904 -3.0397 -0.5131 0.084 -0.019 0.121
H -1.6661 -2.3101 -1.2448 0.072 -0.014 0.089
C 6.6059 1.3382 0.7864 -0.170 -0.353 -0.009
C 7.1639 2.6807 0.7955 -0.016 0.039 0.066
N 7.6019 3.7425 0.8163 0.007 -0.007 0.021
H 5.8373 1.2372 1.5514 0.008 0.104 0.012
H 6.1480 1.1158 -0.1758 -0.020 0.118 -0.011
H 7.3786 0.5973 0.9859 0.080 0.099 0.028
C -0.4200 -4.9585 -4.8318 0.170 -0.268 -0.047
C -1.2351 -3.7950 -4.5211 0.052 0.114 -0.072
N -1.8605 -2.8635 -4.2787 0.010 -0.018 -0.097
H 0.5927 -4.8224 -4.4563 -0.020 0.095 0.018
H -0.8330 -5.8560 -4.3736 -0.083 0.065 0.037
H -0.3639 -5.1076 -5.9086 -0.034 0.099 -0.012
C -6.2141 3.9856 -2.1327 0.048 0.205 0.055
C -6.2815 2.6087 -2.6000 -0.027 -0.045 0.021
N -6.3368 1.5172 -2.9490 -0.057 0.066 -0.091
H -5.1839 4.3378 -2.1395 0.019 -0.060 -0.009
H -6.8084 4.6350 -2.7731 -0.013 -0.051 -0.032
H -6.5937 4.0591 -1.1150 -0.002 -0.066 0.001
C 0.5376 -0.2602 -6.0751 -0.035 0.195 0.103
C 0.8489 -1.5405 -6.6931 -0.076 -0.108 0.078
N 1.0741 -2.5665 -7.1557 0.021 -0.003 -0.022
H 1.4345 0.3507 -5.9888 0.029 -0.049 -0.017
H -0.1964 0.2799 -6.6702 -0.004 -0.052 -0.037
H 0.1246 -0.4160 -5.0793 -0.004 -0.076 -0.013
C 7.8960 3.6731 4.6512 0.095 0.199 0.045
C 7.2693 2.3651 4.5279 -0.068 -0.005 -0.105
N 6.7628 1.3427 4.4065 0.078 -0.024 0.000
H 8.8532 3.6850 4.1332 -0.021 -0.054 -0.033
H 7.2606 4.4372 4.2072 -0.037 -0.054 -0.034
H 8.0608 3.9203 5.6986 -0.029 -0.057 0.012
```
Positions in Å, forces in eV/Å.

Results
charge	-1
orbital gap	0.1432	Ha
HOMO	-1.8	eV

=====

Max |F| readings, ordered: 2.4, 3.7, 4.2, 0.4, 3.2, 1.7 eV Å⁻¹
Calculated total energy readings, ordered: -19472.5659, -17662.3741, -10914.6443, -8989.0976, -64556.1230, -51221.6654 eV